[1]
Below is a cluster of 2 separate species, C4H6Cl3O2P in total at a distorted geometry, with properties calculated with the ωB97M-V functional and the def2-TZVPD basis.

Output
LUMO, eV: 0.4
Energy relative to the best compared isomer or geometry (same formula, charge and spin), kJ/mol: 56.3
Charge: 0
SMILES string: C=C=C(Cl)OC.OP(Cl)Cl
E_HOMO, eV: -8.7

CARTESIAN COORDINATES (ANGSTROEM)
C 1.584 -0.008 -1.118
C 0.063 0.894 0.520
Cl 3.380 2.263 1.420
H 0.945 0.117 2.920
H -0.017 0.129 1.230
H -0.918 -1.294 -2.952
Cl 4.370 -0.211 3.129
C 0.588 -0.735 -1.625
C -0.403 -1.487 -2.071
P 2.933 0.338 1.848
O 1.360 0.865 -0.094
H -0.668 0.848 -0.183
H -0.657 -2.465 -1.632
O 1.816 0.648 2.950
H -0.016 1.840 1.122
Cl 3.165 0.023 -1.488

Cartesian forces (eV/Å) of the 2 atoms listed first:
-4.352 -0.787 0.733
2.343 2.217 1.343

[2]
Below is a cluster of 3 separate species, C4H6Cl8 in total, with properties calculated with the ωB97M-V functional and the def2-TZVPD basis.

Output
LUMO, eV: 0.3
Energy relative to the best compared isomer or geometry (same formula, charge and spin), kJ/mol: 56.6
Charge: 0
SMILES string: ClC(Cl)Cl.ClC(Cl)Cl.ClCCCl
E_HOMO, eV: -10.7

CARTESIAN COORDINATES (ANGSTROEM)
C 0.220 2.024 -2.875
C -0.239 1.391 4.072
H 0.784 1.432 3.698
C -0.907 2.778 3.950
H 0.231 1.107 -3.464
Cl -0.165 0.727 5.746
Cl 0.326 -6.514 -2.475
Cl -2.510 2.679 4.737
Cl -0.554 3.296 -3.845
C 0.974 -5.461 -3.750
Cl 0.431 -3.808 -3.460
Cl 0.426 -6.075 -5.351
H -0.826 0.741 3.422
H 2.061 -5.401 -3.689
H -1.110 3.091 2.926
Cl 1.871 2.616 -2.666
H -0.364 3.632 4.356
Cl -0.648 1.746 -1.332

Cartesian forces (eV/Å) of the 2 atoms listed first:
-0.075 0.676 -0.177
-0.102 0.849 -0.507

[3]
Below is a cluster of 3 separate species, C4H6Cl8 in total at a distorted geometry, with properties calculated with the ωB97M-V functional and the def2-TZVPD basis.

Output
LUMO, eV: 0.1
Energy relative to the best compared isomer or geometry (same formula, charge and spin), kJ/mol: 88.2
Charge: 0
SMILES string: ClC(Cl)Cl.ClC(Cl)Cl.ClCCCl
E_HOMO, eV: -10.6

CARTESIAN COORDINATES (ANGSTROEM)
Cl -2.096 -1.052 -1.840
C -2.090 -1.387 -0.022
H -1.322 -2.077 0.327
H 0.171 3.118 -1.349
H -2.384 3.044 -1.690
C 3.778 -5.072 3.497
H -1.773 2.921 -3.222
Cl 5.060 -3.990 2.998
Cl -1.664 0.185 0.816
H 4.166 -6.019 3.122
Cl 2.241 -4.539 2.692
Cl 0.833 4.552 -3.145
C -1.725 3.591 -2.364
Cl 3.676 -5.074 5.230
Cl -3.676 -2.015 0.539
C -0.249 3.989 -1.854
Cl -2.662 5.075 -2.661
H -0.283 4.749 -1.074

Cartesian forces (eV/Å) of the 2 atoms listed first:
0.100 -0.665 1.762
-0.440 1.237 -0.102

[4]
Below is the molecule C4H6ClF at a distorted geometry, with properties calculated with the ωB97M-V functional and the def2-TZVPD basis.

Output
LUMO, eV: 1.0
Energy relative to the best compared isomer or geometry (same formula, charge and spin), kJ/mol: 174.3
Charge: 0
SMILES string: F[C@H]1C[C@@H](Cl)C1
E_HOMO, eV: -10.5

CARTESIAN COORDINATES (ANGSTROEM)
F 1.780 -1.327 1.382
H -1.257 -1.844 0.204
H 0.127 -1.702 -0.508
H 0.193 1.362 1.672
C 0.349 0.726 0.870
H 0.121 -1.284 2.318
H -2.035 0.669 0.059
H 1.321 1.119 0.412
Cl -0.683 1.133 -1.823
C -0.892 0.369 -0.081
C -0.419 -1.207 0.236
C 0.482 -0.826 1.375

Cartesian forces (eV/Å) of the 2 atoms listed first:
-0.024 0.152 -0.921
-1.263 -0.902 1.413

[5]
Below is the molecule C4H6ClF at a distorted geometry, with properties calculated with the ωB97M-V functional and the def2-TZVPD basis.

Output
LUMO, eV: 0.9
Energy relative to the best compared isomer or geometry (same formula, charge and spin), kJ/mol: 59.0
Charge: 0
SMILES string: C/C(=C\Cl)CF
E_HOMO, eV: -9.4

CARTESIAN COORDINATES (ANGSTROEM)
H -1.344 1.902 -0.153
C -0.415 0.000 -0.069
F -2.827 0.059 0.062
H 0.086 1.870 0.976
C -0.362 1.467 -0.033
H -1.783 -1.306 0.893
H 0.241 1.797 -0.840
C -1.694 -0.795 -0.041
H 0.677 -1.877 0.086
Cl 2.357 -0.046 0.020
C 0.689 -0.788 -0.015
H -1.807 -1.447 -0.902

Cartesian forces (eV/Å) of the 2 atoms listed first:
-0.234 0.063 0.058
1.915 -2.250 0.435

[6]
Below is the molecule C4H6ClF at a distorted geometry, with properties calculated with the ωB97M-V functional and the def2-TZVPD basis.

Output
LUMO, eV: 0.9
Energy relative to the best compared isomer or geometry (same formula, charge and spin), kJ/mol: 52.7
Charge: 0
SMILES string: CC/C=C(/F)Cl
E_HOMO, eV: -9.2

CARTESIAN COORDINATES (ANGSTROEM)
Cl -2.013 1.697 1.308
H -0.944 0.513 -0.902
C 0.543 -0.857 -1.414
H 0.752 1.059 -0.794
H 0.027 -1.805 -1.268
C 0.033 0.235 -0.512
C -0.782 0.691 1.780
H 0.912 -0.507 1.454
F -0.720 0.412 3.073
C 0.122 0.143 0.994
H 0.491 -0.510 -2.421
H 1.580 -1.070 -1.300

Cartesian forces (eV/Å) of the 2 atoms listed first:
-1.211 0.874 -0.112
-0.146 0.214 0.525

[7]
Below is a structure of composition C4H6ClN2O2 at a distorted geometry, with properties calculated with the ωB97M-V functional and the def2-TZVPD basis.

Output
LUMO, eV: 3.1
Energy relative to the best compared isomer or geometry (same formula, charge and spin), kJ/mol: 447.6
Charge: -1
E_HOMO, eV: -4.0

CARTESIAN COORDINATES (ANGSTROEM)
H 0.886 -0.244 -1.530
H -0.394 2.510 0.407
C -0.003 0.405 0.377
H 0.733 0.923 1.490
N -0.211 -0.970 2.577
H 1.069 2.080 -0.396
Cl -2.709 0.209 0.058
O -0.575 -2.070 -1.888
H -0.391 1.742 -1.315
C 0.018 1.771 -0.294
O -0.178 -2.755 0.093
C -0.259 -0.124 1.748
N -0.155 -1.890 -0.756
C 0.615 -0.642 -0.537
H 1.554 -0.945 -0.033

Cartesian forces (eV/Å) of the 2 atoms listed first:
-0.558 -0.156 0.555
-0.458 -0.073 -0.703

[8]
Below is the molecule C4H6ClN3 at a distorted geometry, with properties calculated with the ωB97M-V functional and the def2-TZVPD basis.

Output
LUMO, eV: 0.3
Energy relative to the best compared isomer or geometry (same formula, charge and spin), kJ/mol: 366.7
Charge: 0
SMILES string: [H]/N=C1\C=C(Cl)CNN1
E_HOMO, eV: -8.8

CARTESIAN COORDINATES (ANGSTROEM)
N -1.352 0.426 0.269
H 0.743 -2.281 0.264
C 0.964 1.186 -0.022
N -0.516 1.433 -0.447
H 1.664 1.850 -0.736
H -0.831 2.247 0.163
C -0.933 -0.842 0.027
H 1.193 1.648 0.999
H -1.753 -2.604 -0.070
N -1.918 -1.621 -0.379
C 0.531 -1.219 0.118
H -2.283 0.564 0.048
C 1.447 -0.200 -0.118
Cl 3.044 -0.586 -0.116

Cartesian forces (eV/Å) of the 2 atoms listed first:
4.001 0.774 -0.009
0.214 0.465 -0.359

[9]
Below is the molecule C4H6ClNOS at a distorted geometry, with properties calculated with the ωB97M-V functional and the def2-TZVPD basis.

Output
LUMO, eV: 0.6
Energy relative to the best compared isomer or geometry (same formula, charge and spin), kJ/mol: 102.3
Charge: 0
SMILES string: CS/C(=C/Cl)NC=O
E_HOMO, eV: -9.1

CARTESIAN COORDINATES (ANGSTROEM)
C -0.660 -0.095 -0.570
H 1.723 -0.560 1.311
C -1.798 -0.742 -0.539
C 0.648 2.067 -0.457
Cl -3.250 0.105 -0.137
S 0.794 -1.097 -0.955
C 1.374 -1.489 0.776
H 0.492 -1.810 1.356
H 2.125 -2.282 0.791
N -0.419 1.182 -0.066
H -1.951 -1.795 -0.787
H -1.112 1.713 0.385
O 0.564 3.249 -0.221
H 1.469 1.555 -0.887

Cartesian forces (eV/Å) of the 2 atoms listed first:
2.301 -0.284 0.868
0.010 -0.950 -0.781

[10]
Below is a structure of composition C4H6CoO5 at a distorted geometry, with properties calculated with the ωB97M-V functional and the def2-TZVPD basis.

Output
Spin multiplicity: 5
LUMO (spin up / spin down), eV: -13.6 / -20.5
⟨S²⟩: 6.020
Charge: +3
E_HOMO (spin up / spin down), eV: -23.1 / -23.1

CARTESIAN COORDINATES (ANGSTROEM)
O -0.050 -1.137 -0.663
H 0.144 1.809 3.302
O 0.752 0.339 1.605
O 0.792 -2.968 -0.397
C 0.256 1.465 1.451
C -0.174 1.228 -0.957
Co 1.209 -1.355 0.940
H 0.899 1.116 -1.157
C -0.931 -0.062 -1.069
H 0.986 -3.881 -0.655
O 0.061 2.268 2.453
C -0.065 -2.338 -1.201
O -0.299 1.902 0.372
H -0.613 1.950 -1.651
H -1.217 -0.265 -2.106
H -1.750 -0.071 -0.266

Cartesian forces (eV/Å) of the 2 atoms listed first:
0.521 1.228 1.062
0.479 -0.085 1.168

[11]
Below is a structure of composition C4H6ErFO4 at a distorted geometry, with properties calculated with the ωB97M-V functional and the def2-TZVPD basis.

Output
Spin multiplicity: 5
LUMO (spin up / spin down), eV: -6.2 / -6.8
Energy relative to the best compared isomer or geometry (same formula, charge and spin), kJ/mol: 226.7
⟨S²⟩: 6.002
Charge: +1
E_HOMO (spin up / spin down), eV: -12.1 / -12.1

CARTESIAN COORDINATES (ANGSTROEM)
H -1.564 0.589 0.879
F 0.397 1.448 0.574
C 0.514 -1.117 2.224
O 0.918 -1.210 0.906
O -1.341 1.230 -1.024
O 1.484 -1.301 2.997
H 0.486 -0.780 -1.022
H -0.919 0.294 -2.841
H 0.353 1.374 -2.222
C -0.622 0.534 0.326
Er 3.604 -1.552 2.110
C -0.048 -0.818 -0.067
H -1.162 2.072 -2.880
O -0.508 -0.434 2.413
C -0.743 1.238 -2.294
H -0.847 -1.566 -0.078

Cartesian forces (eV/Å) of the 2 atoms listed first:
1.072 0.252 0.218
-1.011 -1.338 0.600

[12]
Below is a structure of composition C4H6F2N2 at a distorted geometry, with properties calculated with the ωB97M-V functional and the def2-TZVPD basis.

Output
LUMO, eV: 0.3
Energy relative to the best compared isomer or geometry (same formula, charge and spin), kJ/mol: 484.4
Charge: 0
E_HOMO, eV: -8.5

CARTESIAN COORDINATES (ANGSTROEM)
C -0.748 -1.212 -0.447
N 1.604 -0.282 1.452
H -0.883 1.702 1.211
H -1.122 -2.213 -0.878
H 2.399 0.492 1.730
F -2.755 -0.498 0.639
H 2.385 0.229 -0.863
C -1.421 -0.194 0.165
C 1.602 -0.343 0.106
C -1.042 1.250 0.099
H 1.009 -0.971 -1.748
H -1.863 1.792 -0.287
N 0.647 -1.045 -0.512
F 0.189 1.293 -0.667

Cartesian forces (eV/Å) of the 2 atoms listed first:
-0.226 0.485 1.485
2.935 2.866 -3.497